Version i
C3H6N2S | ωB97M-V with the def2-TZVPD basis set

```
12
Properties=species:S:1:pos:R:3
C -0.63 0.62 0.05
C -1.55 -0.52 -0.25
C -1.31 -1.74 0.19
H 1.55 0.40 -1.48
H 0.65 1.36 1.15
H -1.86 2.10 -0.64
H -2.15 -0.11 -1.19
H -0.59 -1.85 1.04
H -1.78 -2.60 -0.24
N 0.55 0.42 0.83
N -0.92 1.87 -0.09
S 1.73 -0.34 -0.23
```

Its SMILES is [H]/N=C(\C=C)NS. The calculation puts the lowest unoccupied orbital energy at 0.49 eV. The HOMO energy is -0.34505 hartree.

***

Version ii
C3H6N2S | ωB97M-V with the def2-TZVPD basis set

```
12
Properties=species:S:1:pos:R:3
C -1.30 -0.34 -0.15
C -0.48 0.69 -0.37
C -0.63 -1.64 0.16
N 0.89 0.44 -0.39
N 1.75 1.32 0.26
S 1.16 -1.27 0.00
H -2.37 -0.28 -0.20
H -0.78 1.71 -0.56
H -0.86 -2.00 1.16
H -0.88 -2.42 -0.56
H 1.33 1.81 1.05
H 2.16 1.97 -0.40
```

Its SMILES is NN1C=CCS1. The calculation puts the lowest unoccupied orbital energy at 1.00 eV. The HOMO energy is -0.28078 hartree.

***

Computed relative energies in units of hartree: version i 0.0140; version ii 0.0000

***

Version i
C3H6N2S | ωB97M-V with the def2-TZVPD basis set

```
12
Properties=species:S:1:pos:R:3
C 0.90 -0.50 -0.28
C 0.03 0.83 -0.35
C -1.30 0.71 0.36
H 2.79 0.06 -0.21
H -0.21 1.17 -1.47
H 0.70 1.55 0.15
H -1.38 0.52 1.60
H -1.91 1.24 -0.19
H 0.07 -2.48 0.60
N 2.14 -0.76 -0.03
N -0.17 -1.36 0.12
S -1.66 -0.98 -0.32
```

Its SMILES is [H]/N=C1\CCSN1. The calculation puts the lowest unoccupied orbital energy at 0.81 eV. The HOMO energy is -0.29442 hartree.

***

Version ii
C3H6N2S | ωB97M-V with the def2-TZVPD basis set

```
12
Properties=species:S:1:pos:R:3
C 0.84 -0.77 1.05
C 1.13 -0.34 -0.36
C -1.59 -0.36 -0.17
N -0.14 -0.92 1.72
N -0.59 1.97 -0.48
S -0.47 0.57 -1.06
H 1.86 -0.81 1.53
H 1.92 0.31 -0.24
H 0.96 -1.20 -1.07
H -1.65 -1.36 -0.41
H -2.20 0.18 0.51
H -0.08 2.72 -1.02
```

The calculation puts the lowest unoccupied orbital energy (alpha / beta) at -0.64 / -0.42 eV. The HOMO energy (alpha / beta) is -0.31132 / -0.30365 hartree.

***

Version iii
C3H6N2S | ωB97M-V with the def2-TZVPD basis set

```
12
Properties=species:S:1:pos:R:3
C 0.62 -1.50 -0.34
C -1.29 0.12 -0.57
C -0.18 -0.47 0.20
N 1.18 -2.43 -0.76
N -0.03 -0.18 1.53
S 2.19 1.30 -0.70
H -2.25 -0.06 -0.02
H -1.33 -0.42 -1.58
H -1.16 1.19 -0.78
H 0.74 -0.68 1.97
H -0.22 0.66 2.11
H 1.72 2.47 -1.08
```

The calculation puts the lowest unoccupied orbital energy (alpha / beta) at -0.75 / -2.05 eV. The HOMO energy (alpha / beta) is -0.32982 / -0.27621 hartree.

***

Version iv
C3H6N2S | ωB97M-V with the def2-TZVPD basis set

```
12
Properties=species:S:1:pos:R:3
C 0.94 0.24 -0.27
C -0.51 -0.27 -0.64
C -1.28 -0.88 0.43
H 0.15 1.96 0.21
H 1.68 1.84 0.81
H 1.36 -1.45 -0.32
H -0.41 -0.76 -1.64
H -2.10 -1.56 0.27
H -0.85 -0.85 1.44
N 1.10 1.59 0.01
N 1.85 -0.60 -0.11
S -1.95 0.73 -0.20
```

Its SMILES is [H]/N=C(/N)[C@H]1CS1. The calculation puts the lowest unoccupied orbital energy at 0.76 eV. The HOMO energy is -0.34125 hartree.

***

Computed relative energies in units of hartree: version i 0.0852; version ii 0.1860; version iii 0.0662; version iv 0.0000

***

Version i
C3H6N2S | ωB97M-V with the def2-TZVPD basis set

```
12
Properties=species:S:1:pos:R:3
C -0.66 0.18 0.45
C -0.96 -0.93 1.30
C 0.51 1.42 -1.01
N 0.89 -2.36 0.09
N 0.40 0.23 -0.28
S -0.20 -2.42 1.14
H -1.35 1.17 0.51
H -1.69 -0.88 2.17
H 1.55 1.65 -0.97
H 0.46 1.22 -2.23
H -0.17 2.23 -0.92
H 1.22 -1.51 -0.25
```

The calculation puts the lowest unoccupied orbital energy at -0.50 eV. The HOMO energy is -0.31067 hartree.

***

Version ii
C3H6N2S | ωB97M-V with the def2-TZVPD basis set

```
12
Properties=species:S:1:pos:R:3
C 0.53 -1.45 0.16
C -0.12 -0.62 -0.73
C -0.47 0.63 -0.25
H 0.60 -3.27 -0.78
H 0.92 -3.06 1.04
H 0.62 -1.04 1.22
H -0.37 -0.92 -1.74
H -1.69 2.26 -1.06
H -2.18 0.59 -1.60
N 1.12 -2.62 -0.13
N -1.09 1.33 -1.19
S 0.14 1.45 1.07
```

The calculation puts the lowest unoccupied orbital energy at 0.10 eV. The HOMO energy is -0.29141 hartree.

***

Computed relative energies in units of hartree: version i 0.0000; version ii 0.0172

***

Version i
C3H6N2S | ωB97M-V with the def2-TZVPD basis set

```
12
Properties=species:S:1:pos:R:3
C -1.67 0.78 0.15
C -0.33 0.45 -0.39
C 2.72 -0.65 -0.01
H -2.66 -1.15 0.88
H -1.56 0.81 1.21
H -2.01 1.75 -0.36
H -0.18 0.21 -1.47
H 3.73 -0.84 -0.36
H 2.33 -1.39 0.68
N 0.68 0.33 0.36
N 1.92 0.20 -0.47
S -2.96 -0.50 -0.23
```

Its SMILES is C=N/N=C/CS. The calculation puts the lowest unoccupied orbital energy at 0.74 eV. The HOMO energy is -0.34959 hartree.

***

Version ii
C3H6N2S | ωB97M-V with the def2-TZVPD basis set

```
12
Properties=species:S:1:pos:R:3
C -1.37 -0.16 -0.24
C 0.89 -0.67 0.07
C 0.82 0.82 -0.10
H -0.47 -2.20 0.30
H 1.76 -1.03 -0.71
H 1.29 -1.19 1.12
H 1.26 1.19 -1.06
H 1.08 1.64 0.68
H -1.12 1.89 0.36
N -0.35 -1.24 -0.26
N -0.67 1.01 -0.12
S -3.12 -0.07 -0.04
```

Its SMILES is S=C1NCCN1. The calculation puts the lowest unoccupied orbital energy at 0.44 eV. The HOMO energy is -0.30128 hartree.

***

Version iii
C3H6N2S | ωB97M-V with the def2-TZVPD basis set

```
12
Properties=species:S:1:pos:R:3
C -0.15 0.32 0.37
C -0.85 -1.01 -0.14
C 1.18 -0.23 -0.04
H 0.13 1.88 -1.23
H -0.71 2.69 0.66
H -0.07 0.53 1.52
H -1.61 -1.11 0.65
H -1.27 -1.06 -1.16
H 0.81 -2.37 -0.48
N -0.72 1.57 -0.22
N 0.55 -1.44 0.10
S 2.72 0.24 -0.02
```

The calculation puts the lowest unoccupied orbital energy at -0.03 eV. The HOMO energy is -0.32003 hartree.

***

Version iv
C3H6N2S | ωB97M-V with the def2-TZVPD basis set

```
12
Properties=species:S:1:pos:R:3
C 1.36 -0.25 -0.02
C 0.04 -0.65 -0.14
C -1.12 0.15 -0.10
H 1.43 1.84 0.04
H 3.01 0.97 -0.16
H 2.10 -1.11 -0.10
H -0.02 -1.72 -0.02
H -3.17 -0.01 0.10
H -2.20 -1.55 0.35
N 2.01 0.96 0.08
N -2.31 -0.51 0.01
S -1.14 1.87 -0.04
```

Its SMILES is N/C=C\C(N)=S. The calculation puts the lowest unoccupied orbital energy at 0.43 eV. The HOMO energy is -0.29784 hartree.

***

Computed relative energies in units of hartree: version i 0.0708; version ii 0.0544; version iii 0.1807; version iv 0.0000

***

Version i
C4H14N3 | ωB97M-V with the def2-TZVPD basis set

```
21
Properties=species:S:1:pos:R:3
C -1.70 -0.63 0.96
N -1.70 -1.53 -0.18
C -0.42 -1.74 -0.78
N -0.08 -0.60 -1.67
H -2.68 -0.63 1.42
H -0.98 -0.93 1.73
H -1.46 0.39 0.63
H -2.12 -2.42 0.08
H -0.42 -2.66 -1.34
H 0.38 -1.86 -0.03
H 0.15 -0.95 -2.59
H -0.95 -0.10 -1.82
C 0.99 2.48 0.85
C 1.87 0.56 -0.35
N 1.30 1.05 0.67
H 1.46 2.83 1.76
H -0.09 2.58 0.94
H 1.34 3.03 -0.01
H 2.12 1.21 -1.19
H 2.00 -0.50 -0.48
H 1.00 0.42 1.40
```

Its total charge is +1. The calculation puts the lowest unoccupied orbital energy at -4.09 eV. The HOMO energy is -0.47235 hartree.

***

Version ii
C4H14N3 | ωB97M-V with the def2-TZVPD basis set

```
21
Properties=species:S:1:pos:R:3
C 1.15 1.53 -1.54
C 0.39 0.10 1.60
C 1.24 -1.17 -0.18
C 0.13 1.00 -0.60
N -0.95 1.51 -0.22
N -2.25 -1.27 0.41
N 0.22 -0.25 0.20
H 2.08 2.02 -1.18
H 1.58 0.88 -2.42
H 0.67 2.30 -2.09
H -0.36 0.82 1.73
H 0.18 -0.75 2.20
H 1.39 0.47 1.65
H 2.34 -0.82 -0.22
H 1.27 -1.81 0.60
H 1.01 -1.80 -0.98
H -2.03 -1.93 1.15
H -1.32 2.40 -0.50
H -3.06 -0.66 0.63
H -2.36 -1.88 -0.40
H -1.31 -0.70 0.17
```

Its total charge is +1. The calculation puts the lowest unoccupied orbital energy at -3.29 eV. The HOMO energy is -0.50128 hartree.

***

Computed relative energies in units of hartree: version i 0.0000; version ii 0.0155

***

Version i
C4H14N3 | ωB97M-V with the def2-TZVPD basis set

```
21
Properties=species:S:1:pos:R:3
C 0.20 1.96 0.56
C 1.29 3.00 0.37
H -0.12 1.31 -0.32
H 0.63 1.21 1.26
H -0.81 2.17 0.97
H 0.95 4.01 0.61
H 1.71 3.02 -0.65
H 2.24 2.71 0.82
C -1.24 -2.08 1.26
C -0.16 -1.27 -0.84
N -0.15 -2.06 0.24
N -1.25 -0.61 -1.21
N 0.96 -1.31 -1.61
H 0.46 -2.87 0.23
H -2.19 -0.74 -0.82
H -1.13 -0.10 -2.07
H 1.84 -1.63 -1.24
H 1.05 -0.58 -2.31
H -1.07 -2.96 1.88
H -2.28 -2.02 1.04
H -0.94 -1.17 1.82
```

Its total charge is +1. The calculation puts the lowest unoccupied orbital energy at -3.14 eV. The HOMO energy is -0.52410 hartree.

***

Version ii
C4H14N3 | ωB97M-V with the def2-TZVPD basis set

```
21
Properties=species:S:1:pos:R:3
C 1.18 0.19 -1.38
C 0.54 0.42 -2.54
N 0.11 -0.63 -3.40
N 1.01 1.24 -0.34
H 1.52 -0.81 -1.06
H 0.21 1.42 -2.84
H -0.67 -0.39 -3.96
H 0.06 -1.51 -2.95
H 1.85 1.38 0.22
H 0.17 0.90 0.42
H 0.82 2.14 -0.79
C -1.37 -1.00 3.34
C -0.36 -0.76 2.17
N -0.69 0.50 1.41
H -2.40 -1.14 2.92
H -1.06 -1.95 3.79
H -1.31 -0.20 4.06
H 0.69 -0.63 2.52
H -0.29 -1.55 1.39
H -1.59 0.35 0.94
H -0.92 1.20 2.09
```

Its total charge is +1. The calculation puts the lowest unoccupied orbital energy at -2.80 eV. The HOMO energy is -0.44958 hartree.

***

Computed relative energies in units of hartree: version i 0.0000; version ii 0.0200

***

Version i
C4H14N3 | ωB97M-V with the def2-TZVPD basis set

```
21
Properties=species:S:1:pos:R:3
C -0.57 2.12 2.31
C -2.07 1.93 2.13
H -0.33 3.16 2.12
H -0.23 1.85 3.31
H -0.04 1.59 1.51
H -2.42 2.26 1.16
H -2.39 0.89 2.29
H -2.58 2.52 2.90
C 1.21 -1.30 0.85
C 0.42 -0.77 -1.43
N 0.20 -0.84 -0.13
N 1.46 -1.32 -2.04
N -0.49 -0.16 -2.21
H -0.43 -0.13 0.23
H 2.17 -1.83 -1.55
H 1.67 -1.22 -3.02
H -1.29 0.27 -1.77
H -0.69 -0.54 -3.12
H 1.50 -0.46 1.47
H 2.07 -1.68 0.34
H 0.75 -2.07 1.46
```

Its total charge is +1. The calculation puts the lowest unoccupied orbital energy at -3.05 eV. The HOMO energy is -0.54465 hartree.

***

Version ii
C4H14N3 | ωB97M-V with the def2-TZVPD basis set

```
21
Properties=species:S:1:pos:R:3
C -2.36 0.96 -0.60
C -0.11 -1.87 0.50
C -1.41 0.31 0.47
C 1.54 0.54 -0.39
N 1.66 0.84 0.88
N 2.40 -0.26 -0.99
N -0.28 -0.48 -0.11
H -1.76 1.67 -1.11
H -2.77 0.29 -1.25
H -3.02 1.69 -0.02
H 0.55 -2.39 -0.13
H 0.34 -1.61 1.51
H -1.07 -2.35 0.52
H -2.01 -0.33 1.23
H -0.97 1.26 1.02
H 1.01 1.34 -0.86
H 0.74 1.20 1.37
H 2.41 0.58 1.59
H 3.18 -0.59 -0.47
H 2.51 -0.16 -2.03
H -0.58 -0.64 -1.15
```

Its total charge is +1. The calculation puts the lowest unoccupied orbital energy at -2.81 eV. The HOMO energy is -0.49687 hartree.

***

Version iii
C4H14N3 | ωB97M-V with the def2-TZVPD basis set

```
21
Properties=species:S:1:pos:R:3
C 1.49 -2.24 -0.60
C 0.61 -0.17 -1.56
N 1.27 -0.80 -0.61
N -0.07 -0.82 -2.50
N 0.44 1.17 -1.52
H 1.85 -0.24 -0.02
H 0.01 -1.79 -2.72
H -0.65 -0.28 -3.13
H 0.70 1.56 -0.62
H -0.49 1.51 -1.72
H 0.67 -2.76 -1.07
H 1.65 -2.58 0.42
H 2.44 -2.52 -1.07
C -1.71 0.92 2.60
C -0.74 1.57 1.60
H -1.86 -0.11 2.32
H -1.26 0.86 3.59
H -2.66 1.44 2.63
H -0.44 2.54 2.01
H -1.33 1.79 0.70
H 0.09 0.96 1.26
```

Its total charge is +1. The calculation puts the lowest unoccupied orbital energy at -3.08 eV. The HOMO energy is -0.54937 hartree.

***

Computed relative energies in units of hartree: version i 0.0000; version ii 0.0844; version iii 0.0043

***

Version i
C4H14N3 | ωB97M-V with the def2-TZVPD basis set

```
21
Properties=species:S:1:pos:R:3
C -2.09 0.21 -0.85
C -2.90 -1.07 -0.94
H -2.94 0.92 -0.91
H -1.69 0.25 0.07
H -1.40 0.41 -1.73
H -3.71 -1.09 -0.17
H -3.54 -1.31 -1.87
H -2.25 -1.90 -0.80
C 1.85 -1.47 1.20
C 1.46 0.88 0.39
N 1.31 -0.10 1.50
N 0.59 1.99 0.48
N 2.54 0.89 -0.49
H 0.25 -0.17 1.65
H -0.46 2.04 0.65
H 0.70 2.62 -0.32
H 3.47 0.46 -0.33
H 2.73 1.68 -1.05
H 2.93 -1.10 0.90
H 1.27 -2.06 0.44
H 1.88 -2.08 2.17
```

Its total charge is +1. The calculation puts the lowest unoccupied orbital energy at -4.02 eV. The HOMO energy is -0.54095 hartree.

***

Version ii
C4H14N3 | ωB97M-V with the def2-TZVPD basis set

```
21
Properties=species:S:1:pos:R:3
C -2.34 -0.03 0.16
C -0.41 0.34 1.60
N -1.35 0.84 0.80
N -0.12 -0.95 1.61
N 0.35 1.24 2.27
H -1.60 1.82 0.81
H -0.75 -1.72 1.44
H 0.69 -1.18 2.15
H -0.05 2.08 2.65
H 1.12 0.85 2.77
H -3.18 -0.22 0.82
H -1.85 -0.93 -0.19
H -2.77 0.47 -0.71
C 1.35 0.40 -2.15
C 1.76 -1.05 -1.86
H 0.70 0.46 -3.03
H 0.68 0.86 -1.43
H 2.21 1.02 -2.40
H 1.42 -1.36 -0.87
H 1.30 -1.79 -2.52
H 2.84 -1.16 -1.90
```

Its total charge is +1. The calculation puts the lowest unoccupied orbital energy at -3.15 eV. The HOMO energy is -0.52740 hartree.

***

Computed relative energies in units of hartree: version i 0.0774; version ii 0.0000

***

Version i
CH6N2 | ωB97M-V with the def2-TZVPD basis set

```
9
Properties=species:S:1:pos:R:3
N 0.63 -0.73 0.69
C -0.27 -0.25 -0.37
N -0.19 1.16 -0.57
H 0.49 -1.73 0.84
H 0.36 -0.30 1.57
H 0.03 -0.76 -1.28
H -1.31 -0.54 -0.19
H -0.43 1.68 0.26
H 0.69 1.47 -0.95
```

Its SMILES is NCN. The calculation puts the lowest unoccupied orbital energy at 1.21 eV. The HOMO energy is -0.34630 hartree.

***

Version ii
CH6N2 | ωB97M-V with the def2-TZVPD basis set

```
9
Properties=species:S:1:pos:R:3
N -1.30 1.12 0.29
H -0.91 0.48 0.94
H -2.30 1.10 0.35
H -0.92 2.05 0.42
C 1.10 -1.30 -0.40
N 1.70 -0.21 -0.52
H 1.52 -2.30 -0.59
H 0.08 -1.49 -0.05
H 1.03 0.55 -0.44
```

Its SMILES is C=N.N. The calculation puts the lowest unoccupied orbital energy at 1.01 eV. The HOMO energy is -0.36451 hartree.

***

Computed relative energies in units of hartree: version i 0.0000; version ii 0.0287